1.
Computed, not measured: a cluster of 7 separate species, C15H32F9N4O13S3 in total in a non-equilibrium geometry, with wB97M-V/def2-TZVPD.

Cartesian coordinates (Å):
C: 4.757 -15.747 -3.553
C: 6.118 -15.494 -2.951
O: 7.127 -15.808 -3.469
N: 6.170 -14.771 -1.627
H: 7.143 -14.423 -1.567
H: 5.491 -14.027 -1.494
C: 6.087 -15.721 -0.454
H: 3.987 -15.060 -3.210
H: 4.498 -16.788 -3.341
H: 4.854 -15.723 -4.636
H: 5.063 -16.050 -0.297
H: 6.378 -15.250 0.483
H: 6.827 -16.497 -0.630
C: 3.813 -9.020 0.215
C: 5.295 -9.150 0.294
O: 5.903 -8.691 1.200
N: 6.036 -9.691 -0.848
H: 6.587 -10.560 -0.636
H: 5.389 -9.901 -1.608
C: 7.065 -8.655 -1.345
H: 3.373 -8.908 1.198
H: 3.311 -9.891 -0.223
H: 3.607 -8.236 -0.520
H: 7.670 -8.972 -2.192
H: 7.812 -8.529 -0.565
H: 6.549 -7.710 -1.474
C: 12.910 -13.130 0.547
C: 13.336 -14.432 1.189
O: 12.617 -15.194 1.723
N: 14.851 -14.666 1.262
H: 15.125 -15.502 0.732
H: 15.306 -13.933 0.709
C: 15.350 -14.611 2.688
H: 13.602 -12.743 -0.196
H: 12.770 -12.439 1.382
H: 11.890 -13.342 0.230
H: 15.165 -13.593 3.016
H: 16.434 -14.709 2.646
H: 14.953 -15.416 3.294
C: 14.188 -9.035 1.748
C: 12.870 -9.426 1.133
O: 12.689 -9.893 0.078
N: 11.669 -9.262 2.085
H: 11.818 -9.788 2.952
H: 11.727 -8.299 2.426
C: 10.313 -9.408 1.422
H: 14.575 -9.782 2.445
H: 14.131 -8.075 2.261
H: 14.928 -8.994 0.951
H: 10.108 -8.330 1.358
H: 9.422 -9.746 1.937
H: 10.353 -9.637 0.363
C: 11.003 -11.556 -5.779
F: 9.779 -11.205 -5.317
F: 11.847 -11.579 -4.750
F: 10.809 -12.815 -6.254
S: 11.611 -10.465 -7.243
O: 11.161 -11.240 -8.397
O: 10.838 -9.224 -7.116
O: 13.047 -10.311 -7.090
C: 9.491 -11.667 -1.680
F: 10.710 -12.085 -1.913
F: 9.416 -10.371 -1.439
F: 8.694 -11.917 -2.702
S: 8.811 -12.474 -0.160
O: 7.527 -11.792 0.069
O: 8.574 -13.889 -0.462
O: 9.751 -12.247 0.920
C: 11.701 -5.915 -2.749
F: 12.729 -5.890 -3.572
F: 12.079 -5.657 -1.495
F: 10.906 -4.902 -3.118
S: 10.718 -7.523 -2.924
O: 11.718 -8.591 -2.862
O: 9.791 -7.540 -1.813
O: 10.078 -7.409 -4.223

Summary:
- Kohn-Sham gap (eV) = 3.7
- total charge = +1

2.
Computed, not measured: a cluster of 2 separate species, C21H25Cl3N4O3S in total in a non-equilibrium geometry, with wB97M-V/def2-TZVPD.

Cartesian coordinates (Å):
O: 0.221 -4.040 -2.344
C: 0.565 -3.313 -1.428
N: -0.222 -2.277 -0.965
C: -1.454 -1.829 -1.456
C: -2.244 -1.066 -0.586
C: -3.486 -0.569 -0.994
C: -3.957 -0.825 -2.283
Cl: -5.512 -0.218 -2.792
C: -3.174 -1.573 -3.164
C: -1.930 -2.067 -2.758
N: 1.774 -3.458 -0.777
C: 2.762 -4.433 -0.962
C: 2.562 -5.674 -1.590
C: 3.614 -6.586 -1.719
C: 4.880 -6.280 -1.215
Cl: 6.182 -7.432 -1.389
C: 5.088 -5.053 -0.574
Cl: 6.654 -4.635 0.079
C: 4.033 -4.146 -0.452
H: 0.043 -1.923 -0.055
H: -1.907 -0.858 0.424
H: -4.097 0.013 -0.309
H: -3.537 -1.769 -4.168
H: -1.348 -2.634 -3.477
H: 2.032 -2.672 -0.196
H: 1.593 -5.963 -1.984
H: 3.449 -7.541 -2.209
H: 4.224 -3.203 0.047
C: 0.998 6.547 2.070
N: 0.702 5.175 1.664
C: -0.149 4.368 2.314
O: -0.734 4.730 3.329
C: -0.338 2.950 1.738
C: -1.389 2.883 0.607
C: -1.020 3.692 -0.642
S: 0.371 3.026 -1.594
C: -0.508 1.779 -2.578
N: -0.587 1.928 2.774
C: -1.701 1.786 3.501
C: -1.575 0.927 4.737
O: -2.788 2.255 3.201
H: 0.076 7.132 2.092
H: 1.698 7.007 1.371
H: 1.433 6.549 3.071
H: 1.143 4.823 0.827
H: 0.614 2.682 1.282
H: -2.337 3.274 0.977
H: -1.543 1.843 0.317
H: -0.803 4.720 -0.361
H: -1.893 3.724 -1.295
H: 0.205 1.242 -3.204
H: -1.247 2.265 -3.217
H: -1.010 1.072 -1.921
H: 0.225 1.459 3.135
H: -0.868 1.392 5.423
H: -2.550 0.861 5.219
H: -1.236 -0.068 4.460

Summary:
- Kohn-Sham gap (eV) = 8.4
- SMILES = O=C(Nc1ccc(Cl)cc1)Nc1ccc(Cl)c(Cl)c1.CNC(=O)[C@H](CCSC)NC(C)=O
- total charge = 0

3.
Computed, not measured: an isolated molecule of C6H9F in a non-equilibrium geometry, with wB97M-V/def2-TZVPD.

Cartesian coordinates (Å):
C: 0.384 0.041 -2.190
C: -0.013 0.036 -0.820
C: 0.371 -1.087 0.128
F: 0.824 -2.268 -0.203
C: 0.290 -0.698 1.526
C: -0.651 0.519 1.500
C: -0.559 1.081 0.028
H: 1.493 -0.139 -2.247
H: 0.052 0.931 -2.656
H: -0.111 -0.788 -2.890
H: -0.111 -1.556 2.182
H: 1.243 -0.421 1.938
H: -0.254 1.171 2.220
H: -1.628 0.024 1.876
H: 0.228 1.852 -0.028
H: -1.555 1.303 -0.363

Summary:
- Kohn-Sham gap (eV) = 8.7
- SMILES = CC1=C(F)CCC1
- total charge = 0
- energy relative to the best compared isomer or geometry (same formula, charge and spin) (kJ/mol) = 145.6

4.
Computed, not measured: an isolated molecule of C2H4N2O in a non-equilibrium geometry, with wB97M-V/def2-TZVPD.

Cartesian coordinates (Å):
O: -1.094 -0.009 -1.278
C: -0.084 -0.458 -0.384
N: -0.575 -0.412 0.967
C: 0.504 0.520 0.621
N: 1.156 0.216 -0.652
H: -1.933 0.000 -0.788
H: -0.185 -1.210 1.467
H: 1.267 0.410 1.380
H: 0.944 0.942 -1.334

Summary:
- Kohn-Sham gap (alpha / beta) (eV) = 8.6 / 7.3
- SMILES = O[C@]12N[C@@H]1N2
- total charge = 0
- energy relative to the best compared isomer or geometry (same formula, charge and spin) (kJ/mol) = 677.5

5.
Computed, not measured: a structure of composition C40H36Br4N6W in a non-equilibrium geometry, with wB97M-V/def2-TZVPD.

Cartesian coordinates (Å):
W: -0.434 0.187 0.278
Br: -1.820 5.115 4.837
C: -1.430 3.777 3.637
C: -2.258 2.651 3.516
C: -1.952 1.697 2.585
N: -0.870 1.763 1.761
C: -0.023 2.837 1.935
C: -0.293 3.847 2.831
C: 1.204 2.748 1.146
C: 2.310 3.499 1.082
C: 3.532 3.125 0.332
Br: 4.868 4.442 0.428
C: 3.792 1.990 -0.346
C: 2.856 0.814 -0.616
N: 1.189 1.533 0.409
H: -3.132 2.535 4.141
H: -2.598 0.836 2.476
H: 0.389 4.681 2.926
H: 2.358 4.433 1.629
H: 4.768 1.904 -0.809
H: 3.322 0.055 -1.230
Br: -7.129 0.105 -0.770
C: -5.318 0.146 -0.468
C: -4.649 1.356 -0.244
C: -3.301 1.339 -0.012
N: -2.561 0.196 -0.001
C: -3.210 -0.978 -0.248
C: -4.565 -1.034 -0.470
C: -2.322 -2.143 -0.330
C: -2.772 -3.429 -0.486
C: -1.852 -4.470 -0.672
Br: -2.430 -6.207 -0.864
C: -0.498 -4.144 -0.721
C: -0.117 -2.839 -0.520
N: -0.990 -1.829 -0.295
H: -5.183 2.296 -0.251
H: -2.775 2.264 0.170
H: -5.056 -1.974 -0.671
H: -3.829 -3.652 -0.478
H: 0.253 -4.899 -0.906
H: 0.926 -2.577 -0.558
C: 3.643 -2.266 0.254
C: 2.683 -2.593 1.362
C: 2.899 -3.736 2.111
C: 2.004 -4.144 3.095
C: 0.849 -3.412 3.339
C: 0.583 -2.262 2.620
C: -0.589 -1.422 3.029
C: 1.509 -1.838 1.632
N: 1.209 -0.657 0.941
C: 2.206 0.454 0.762
C: 2.948 0.588 2.074
C: 1.519 1.497 -1.080
C: 1.557 2.731 -1.950
N: 0.325 0.681 -1.382
C: -0.290 0.473 -2.673
C: -1.281 1.376 -3.095
C: -1.641 2.642 -2.365
C: -1.896 1.127 -4.317
C: -1.522 0.051 -5.106
C: -0.500 -0.789 -4.695
C: 0.138 -0.597 -3.475
C: 1.295 -1.488 -3.124
H: 4.291 -3.118 0.062
H: 4.298 -1.428 0.503
H: 3.130 -2.036 -0.679
H: 3.777 -4.336 1.911
H: 2.209 -5.037 3.670
H: 0.167 -3.726 4.119
H: -1.386 -2.025 3.460
H: -1.056 -0.872 2.193
H: -0.303 -0.660 3.760
H: 2.236 0.630 2.900
H: 3.591 1.458 2.111
H: 3.572 -0.291 2.224
H: 2.571 3.061 -2.151
H: 1.014 3.560 -1.493
H: 1.083 2.503 -2.904
H: -1.228 2.706 -1.355
H: -2.723 2.762 -2.310
H: -1.261 3.506 -2.915
H: -2.659 1.811 -4.669
H: -2.007 -0.113 -6.059
H: -0.176 -1.598 -5.338
H: 1.001 -2.538 -3.118
H: 1.732 -1.241 -2.157
H: 2.079 -1.390 -3.876

Summary:
- Kohn-Sham gap (alpha / beta) (eV) = 5.0 / 5.1
- total charge = +4

Let's list E_tot in order: -105601.759, -82690.298, -9083.186, -7159.458, -332961.446 eV.